# C52H69BrN6O2SSr

A structure of composition C52H69BrN6O2SSr (wB97M-V/def2-TZVPD, the Open Molecules 2025 dataset).

The calculation puts the largest force on an atom at 3.66 eV/Å. As for the HOMO energy: -1.55 eV. Its total energy is -149796.6189 eV. Its net charge is -2. The LUMO energy is 3.8 eV. For the orbital gap, the calculation gives 5.3 eV. As for the energy relative to the best compared isomer or geometry (same formula, charge and spin): 2.185 eV.

The geometry in XYZ format:
```
132
C52H69BrN6O2SSr wB97M-V/def2-TZVPD
Sr 0.58 -0.83 -0.41
C 3.50 -1.39 -0.04
N 2.69 -2.15 -0.99
C 3.32 -3.42 -1.31
C 2.34 -1.48 -2.29
C 2.26 0.11 -2.40
N 0.97 0.82 -2.36
C 0.26 0.73 -3.64
C -0.19 -0.61 -4.15
C 0.18 -0.99 -5.42
C -0.33 -2.13 -6.04
C -1.30 -2.83 -5.32
C -1.72 -2.50 -4.03
C -1.09 -1.40 -3.36
O -1.29 -1.12 -2.13
C -2.83 -3.37 -3.42
C -4.04 -3.36 -4.37
C -3.33 -2.93 -2.05
C -2.33 -4.82 -3.27
C 0.13 -2.53 -7.44
C 1.65 -2.72 -7.46
C -0.25 -1.42 -8.45
C -0.51 -3.83 -7.92
C 1.09 2.26 -2.00
C 2.27 2.68 -1.18
C 3.25 3.48 -1.75
C 4.34 3.94 -1.03
C 4.38 3.59 0.32
C 3.44 2.80 0.95
C 2.35 2.26 0.18
O 1.50 1.42 0.65
C 3.51 2.50 2.45
C 2.20 2.94 3.13
C 4.66 3.25 3.13
C 3.72 1.00 2.70
C 5.45 4.81 -1.63
C 5.24 5.06 -3.12
C 5.48 6.17 -0.92
C 6.81 4.12 -1.45
H 4.48 -1.10 -0.47
H 3.66 -1.99 0.85
H 3.01 -0.48 0.32
H 4.32 -3.27 -1.75
H 2.70 -3.97 -2.02
H 3.40 -4.02 -0.40
H 1.39 -1.93 -2.63
H 3.10 -1.74 -3.03
H 2.78 0.34 -3.34
H 2.87 0.52 -1.59
H 0.91 1.17 -4.43
H -0.61 1.39 -3.54
H 0.89 -0.36 -5.96
H -1.75 -3.70 -5.78
H -4.39 -2.34 -4.53
H -4.86 -3.94 -3.93
H -3.81 -3.80 -5.35
H -3.77 -1.93 -2.08
H -2.54 -2.92 -1.30
H -4.11 -3.63 -1.73
H -1.97 -5.23 -4.22
H -3.14 -5.46 -2.91
H -1.52 -4.86 -2.54
H 2.17 -1.81 -7.14
H 2.00 -2.97 -8.47
H 1.94 -3.52 -6.78
H 0.23 -0.48 -8.18
H -1.33 -1.26 -8.44
H 0.07 -1.69 -9.46
H -0.29 -4.65 -7.23
H -0.13 -4.09 -8.90
H -1.60 -3.74 -7.99
H 0.16 2.50 -1.47
H 1.12 2.84 -2.93
H 3.13 3.73 -2.80
H 5.21 3.96 0.92
H 2.05 4.02 3.00
H 2.24 2.72 4.20
H 1.35 2.41 2.70
H 4.58 4.33 2.99
H 5.64 2.92 2.77
H 4.62 3.05 4.21
H 2.85 0.43 2.37
H 3.85 0.81 3.77
H 4.61 0.65 2.18
H 4.31 5.60 -3.31
H 5.21 4.12 -3.68
H 6.07 5.66 -3.51
H 4.53 6.69 -1.04
H 6.28 6.80 -1.33
H 5.66 6.05 0.15
H 6.82 3.16 -1.97
H 7.02 3.93 -0.40
H 7.61 4.74 -1.85
C -1.53 3.25 2.71
C -1.32 2.19 1.67
N -0.85 1.03 1.93
N -0.58 0.85 3.26
C 0.11 -0.21 3.57
N 0.39 -0.30 4.93
S 0.75 -1.46 2.60
C -1.62 2.49 0.25
C -1.50 3.80 -0.25
C -1.78 4.04 -1.58
C -2.18 2.99 -2.38
C -2.26 1.73 -1.81
N -2.00 1.48 -0.53
H -0.58 3.56 3.15
H -2.05 4.12 2.31
H -2.12 2.83 3.53
H -0.30 0.19 5.49
H 0.59 -1.24 5.22
H -1.15 4.59 0.40
H -1.67 5.04 -1.98
H -2.40 3.13 -3.43
H -2.53 0.86 -2.41
Br -2.82 -1.92 1.62
C -2.32 -3.69 2.07
C -2.97 -4.28 3.12
C -2.68 -5.62 3.46
C -1.77 -6.32 2.71
C -1.10 -5.72 1.62
C -0.21 -6.48 0.82
C 0.39 -5.89 -0.25
C 0.18 -4.52 -0.52
C -0.63 -3.68 0.22
C -1.33 -4.35 1.29
H -3.71 -3.72 3.68
H -3.19 -6.08 4.29
H -1.56 -7.36 2.95
H -0.04 -7.52 1.06
H 1.05 -6.48 -0.89
H 0.70 -4.11 -1.39
```

# C52H72O5

A cluster of 12 separate species, C52H72O5 in total (wB97M-V/def2-TZVPD, the Open Molecules 2025 dataset).

The calculation puts the largest force on an atom at 3.72 eV/Å. As for the HOMO energy: -9.26 eV. Its total energy is -65323.4556 eV. The LUMO energy is 0.0 eV. For the orbital gap, the calculation gives 9.3 eV.

The geometry in XYZ format:
```
129
C52H72O5 wB97M-V/def2-TZVPD
C 5.10 -6.84 -4.76
C 3.93 -6.39 -4.12
C 3.65 -6.80 -2.76
C 4.64 -7.59 -2.14
C 5.77 -8.01 -2.78
C 5.97 -7.66 -4.08
H 5.33 -6.62 -5.80
H 3.21 -5.78 -4.66
H 2.77 -6.45 -2.23
H 4.58 -7.90 -1.10
H 6.38 -8.71 -2.23
H 6.89 -7.94 -4.58
C -5.23 -5.60 -7.37
C -4.40 -4.60 -7.83
C -3.24 -4.28 -7.14
C -2.94 -4.94 -5.97
C -3.70 -6.00 -5.53
C -4.84 -6.39 -6.25
H -6.19 -5.85 -7.79
H -4.66 -4.06 -8.73
H -2.68 -3.44 -7.50
H -2.05 -4.62 -5.44
H -3.49 -6.38 -4.54
H -5.56 -7.11 -5.88
C -3.99 -6.72 5.27
C -2.83 -6.50 6.03
C -1.59 -6.56 5.35
C -1.59 -6.72 3.96
C -2.73 -6.62 3.24
C -3.99 -6.69 3.90
H -4.95 -6.68 5.76
H -3.06 -6.52 7.08
H -0.63 -6.62 5.83
H -0.67 -6.82 3.40
H -2.81 -6.60 2.16
H -4.93 -6.78 3.37
C 2.98 6.60 -0.89
C 3.13 6.78 0.50
C 3.65 7.92 1.07
C 3.96 9.03 0.37
C 3.88 8.88 -1.03
C 3.41 7.64 -1.60
H 2.34 5.77 -1.14
H 2.80 6.04 1.22
H 3.70 8.08 2.13
H 4.09 9.97 0.89
H 4.06 9.68 -1.73
H 3.14 7.71 -2.65
C 3.87 0.52 -6.15
C 4.32 0.82 -7.42
C 5.44 1.60 -7.58
C 6.11 2.24 -6.52
C 5.60 1.96 -5.24
C 4.45 1.19 -5.09
H 3.06 -0.19 -6.15
H 3.84 0.32 -8.25
H 5.90 1.71 -8.55
H 6.90 2.98 -6.63
H 5.95 2.50 -4.37
H 4.01 1.06 -4.12
C -5.77 5.38 -1.32
C -7.07 5.59 -0.93
C -7.75 6.71 -1.36
C -7.13 7.63 -2.15
C -5.81 7.46 -2.53
C -5.15 6.33 -2.11
H -5.20 4.56 -0.90
H -7.55 4.87 -0.28
H -8.77 6.84 -1.03
H -7.71 8.49 -2.43
H -5.35 8.23 -3.14
H -4.13 6.16 -2.41
C -0.89 -0.94 1.58
C -0.87 0.38 1.95
C -0.93 1.37 1.03
C -0.83 1.05 -0.32
C -0.78 -0.28 -0.74
C -0.85 -1.29 0.26
H -0.88 -1.77 2.27
H -0.93 0.66 2.99
H -0.96 2.41 1.33
H -0.84 1.88 -1.01
H -0.74 -0.49 -1.80
H -0.63 -2.31 -0.01
C -7.13 -3.24 -1.75
C -6.61 -1.98 -0.97
O -7.05 -1.83 0.31
H -6.82 -4.14 -1.21
H -6.65 -3.23 -2.73
H -8.21 -3.38 -1.70
H -6.86 -1.10 -1.56
H -5.53 -2.10 -0.99
H -6.55 -1.08 0.65
C -1.40 9.32 3.03
C -1.58 7.83 3.29
O -2.88 7.43 2.87
H -0.40 9.63 3.32
H -2.06 9.97 3.60
H -1.54 9.73 2.03
H -1.57 7.63 4.37
H -0.77 7.28 2.81
H -2.97 7.41 1.92
C 3.50 -2.86 7.48
C 4.01 -2.49 6.08
O 5.23 -3.08 5.79
H 2.53 -2.38 7.56
H 4.13 -2.53 8.31
H 3.43 -3.94 7.58
H 4.00 -1.42 5.93
H 3.39 -2.98 5.32
H 5.58 -2.64 5.01
C 1.06 2.41 8.13
C 0.18 2.99 9.09
O -1.12 3.15 8.57
H 1.95 2.03 8.63
H 1.31 3.07 7.30
H 0.60 1.62 7.54
H 0.50 4.00 9.34
H 0.16 2.44 10.03
H -1.26 4.09 8.68
C 4.77 -2.33 0.26
C 5.53 -1.05 0.69
O 6.80 -1.52 1.24
H 5.44 -2.97 -0.31
H 4.04 -2.16 -0.53
H 4.28 -2.92 1.04
H 4.91 -0.49 1.39
H 5.68 -0.37 -0.15
H 7.42 -1.71 0.53
```

# C52H74GaN4Si

A structure of composition C52H74GaN4Si (wB97M-V/def2-TZVPD, the Open Molecules 2025 dataset).

The calculation puts the largest force on an atom at 0.67 eV/Å. As for the HOMO energy: -10.63 eV. Its total energy is -121338.1962 eV. Its net charge is +1. The LUMO energy is -2.8 eV. For the orbital gap, the calculation gives 7.8 eV.

The geometry in XYZ format:
```
132
C52H74GaN4Si wB97M-V/def2-TZVPD
Ga -0.09 0.08 -0.05
C 4.89 0.62 1.97
C 3.56 1.05 1.34
C 3.81 2.16 0.32
C 2.57 1.48 2.41
C 2.96 2.43 3.35
C 2.15 2.76 4.42
C 0.95 2.10 4.60
C 0.50 1.15 3.69
C -0.80 0.41 3.95
C -0.58 -0.77 4.91
C -1.90 1.30 4.53
C 1.32 0.89 2.58
N 0.89 -0.17 1.67
C 1.21 -1.35 2.11
C 0.94 -2.62 1.56
C 1.55 -3.70 2.24
C 1.42 -4.99 1.80
C 0.64 -5.21 0.66
C 0.01 -4.19 0.01
C 0.14 -2.84 0.42
N -0.52 -1.82 -0.23
C -1.56 -2.27 -1.15
C -2.84 -2.56 -0.63
C -3.85 -2.88 -1.53
C -3.63 -2.92 -2.90
C -2.34 -2.75 -3.37
C -1.28 -2.48 -2.51
C 0.13 -2.63 -3.07
C 0.38 -1.78 -4.33
C 0.43 -4.09 -3.44
C -3.17 -2.62 0.85
C -3.14 -4.07 1.36
C -4.56 -2.05 1.18
H 5.51 0.13 1.21
H 4.75 -0.07 2.80
H 5.46 1.48 2.34
H 3.16 0.18 0.83
H 4.13 3.08 0.81
H 2.91 2.39 -0.26
H 4.60 1.86 -0.37
H 3.92 2.92 3.24
H 2.47 3.50 5.14
H 0.34 2.33 5.47
H -1.16 0.00 3.00
H -0.22 -0.41 5.87
H 0.15 -1.49 4.53
H -1.51 -1.30 5.07
H -1.72 1.50 5.59
H -2.86 0.79 4.46
H -1.98 2.25 4.02
H 1.78 -1.36 3.04
H 2.14 -3.48 3.13
H 1.90 -5.81 2.32
H 0.51 -6.22 0.29
H -0.63 -4.42 -0.83
H -4.85 -3.08 -1.16
H -4.44 -3.13 -3.58
H -2.14 -2.87 -4.43
H 0.84 -2.38 -2.28
H -0.02 -2.28 -5.21
H 1.46 -1.65 -4.49
H -0.08 -0.79 -4.28
H -0.33 -4.48 -4.12
H 0.48 -4.74 -2.57
H 1.39 -4.14 -3.95
H -2.41 -2.06 1.40
H -3.86 -4.67 0.81
H -3.43 -4.09 2.42
H -2.16 -4.53 1.27
H -5.34 -2.77 0.93
H -4.77 -1.13 0.64
H -4.63 -1.85 2.25
N 1.35 0.21 -1.98
C 2.76 0.13 -2.23
C 3.37 1.07 -3.02
C 4.76 1.05 -3.24
C 5.53 0.06 -2.68
C 4.92 -0.94 -1.90
C 5.65 -2.02 -1.34
C 4.99 -2.98 -0.63
C 3.59 -2.85 -0.44
N 2.88 -1.85 -0.91
C 3.53 -0.91 -1.65
H 0.94 -0.70 -2.20
H 0.95 0.89 -2.61
H 2.77 1.85 -3.48
H 5.21 1.81 -3.85
H 6.59 0.03 -2.85
H 6.72 -2.08 -1.51
H 5.50 -3.83 -0.21
H 3.06 -3.60 0.12
C -3.08 1.05 1.40
C -3.20 1.75 0.04
C -3.89 0.81 -0.94
C -4.11 2.98 0.22
Si -1.42 2.20 -0.54
C -1.38 2.51 -2.45
C -0.06 3.15 -2.91
C -1.63 1.20 -3.22
C -2.49 3.49 -2.91
C -0.71 3.71 0.44
C 0.81 3.82 0.32
C -1.01 3.62 1.94
C -1.32 5.04 -0.07
H -4.07 0.94 1.85
H -2.47 1.60 2.11
H -2.66 0.05 1.29
H -4.84 0.47 -0.51
H -3.30 -0.08 -1.17
H -4.14 1.30 -1.88
H -5.11 2.63 0.49
H -4.22 3.56 -0.70
H -3.78 3.65 1.00
H 0.84 2.65 -2.53
H 0.02 4.19 -2.61
H -0.01 3.13 -4.01
H -1.31 0.30 -2.70
H -1.13 1.22 -4.19
H -2.69 1.05 -3.42
H -2.38 4.48 -2.48
H -3.49 3.13 -2.69
H -2.42 3.60 -4.00
H 1.30 3.01 0.86
H 1.14 4.76 0.78
H 1.18 3.82 -0.70
H -0.61 2.70 2.36
H -2.07 3.68 2.18
H -0.51 4.45 2.44
H -0.97 5.31 -1.06
H -1.01 5.84 0.61
H -2.41 5.04 -0.08
```